Formula: C44H127N11O14
Source: the Open Molecules 2025 dataset
Level of theory: wB97M-V/def2-TZVPD

Calculated values
- Spin multiplicity: 1
- LUMO level: 0.39 eV
- Net charge: 0

Element x y z (Å)
1 O 2.1136 3.2846 0.7739
2 H 1.9898 3.8834 1.5207
3 H 1.5058 2.5777 1.0151
4 O -1.7371 3.3679 2.1408
5 H -1.9878 4.0423 1.4654
6 H -2.5117 2.8182 2.3301
7 O 0.8232 4.4279 2.9351
8 H 0.0324 3.9202 3.0682
9 H 1.0978 5.0546 3.6783
10 C 0.3337 -1.0471 -3.8713
11 C 0.7176 0.1198 -4.8378
12 C -0.5141 0.9824 -5.1692
13 O -1.4648 0.2627 -5.9170
14 C -2.1347 1.1640 -6.7540
15 N 1.8021 0.9433 -4.4325
16 H 0.2930 -0.6238 -2.8848
17 H 1.0902 -1.8193 -3.9079
18 H -0.6009 -1.4708 -4.1168
19 H 1.0397 -0.3346 -5.8099
20 H -0.1670 1.7973 -5.8389
21 H -1.0446 1.5051 -4.3685
22 H -2.4571 1.9974 -6.0757
23 H -2.9843 0.7593 -7.2905
24 H -1.3977 1.6661 -7.3697
25 H 2.4816 0.5484 -3.8121
26 H 2.2371 1.4685 -5.1662
27 C -1.4076 -3.6092 -5.7532
28 C -1.9767 -3.6048 -7.1438
29 C -3.4034 -3.1346 -6.9420
30 O -3.9892 -2.6584 -8.1417
31 C -5.2422 -2.0698 -7.8882
32 N -1.2230 -2.8025 -8.1112
33 H -0.5293 -4.2583 -5.6817
34 H -2.1794 -4.0067 -5.1016
35 H -1.2706 -2.5583 -5.5718
36 H -2.0547 -4.5961 -7.5682
37 H -3.3049 -2.3410 -6.1785
38 H -4.0511 -3.9376 -6.5227
39 H -5.6470 -1.8535 -8.8365
40 H -5.0516 -1.1471 -7.2589
41 H -5.8067 -2.8052 -7.2560
42 H -1.2171 -1.8557 -7.7957
43 H -1.8048 -2.7542 -8.9054
44 C -0.0825 -5.6173 3.6967
45 C 0.3994 -4.3028 4.2925
46 C -0.6334 -3.8357 5.2935
47 O -0.2076 -2.6299 5.8394
48 C -1.2902 -1.9944 6.4865
49 N 1.6414 -4.5770 4.9925
50 H -1.0546 -5.8519 4.1057
51 H 0.6106 -6.4037 3.8516
52 H -0.2011 -5.5287 2.5440
53 H 0.4821 -3.5182 3.4769
54 H -0.8747 -4.6191 6.0353
55 H -1.5413 -3.5851 4.6910
56 H -0.9278 -1.1288 7.0022
57 H -1.8644 -2.5781 7.1258
58 H -1.9145 -1.5105 5.7347
59 H 2.2044 -3.8066 5.3161
60 H 2.3149 -5.0581 4.4390
61 C 3.5589 -3.8973 -4.0754
62 C 3.0229 -4.6574 -2.8659
63 C 2.4976 -3.7064 -1.7944
64 O 2.3367 -4.4425 -0.5326
65 C 1.6367 -3.5809 0.3765
66 N 1.8799 -5.4677 -3.3502
67 H 4.0158 -4.5917 -4.8196
68 H 4.3495 -3.2157 -3.7622
69 H 2.7787 -3.4285 -4.6004
70 H 3.7351 -5.2594 -2.3270
71 H 1.6158 -3.1953 -2.1525
72 H 3.3056 -2.9355 -1.6673
73 H 0.6915 -3.3608 -0.0922
74 H 2.2347 -2.7783 0.7044
75 H 1.3125 -4.1977 1.2264
76 H 2.2249 -6.2902 -3.7960
77 H 1.4772 -5.8760 -2.4410
78 C -2.6529 1.5878 -1.5742
79 C -3.4364 2.2767 -2.7053
80 C -4.9112 1.8600 -2.7874
81 O -4.9274 0.5170 -2.8628
82 C -4.5361 -0.2081 -4.0421
83 N -3.3188 3.7321 -2.4708
84 H -1.5817 1.8807 -1.5510
85 H -2.7955 0.5482 -1.5065
86 H -2.9958 2.1161 -0.6406
87 H -3.0513 1.9914 -3.7027
88 H -5.4928 2.3817 -3.5651
89 H -5.3767 2.1416 -1.8577
90 H -5.1695 -1.0904 -4.0818
91 H -3.4742 -0.3720 -4.0687
92 H -4.8424 0.3798 -4.9646
93 H -2.3371 4.0676 -2.5972
94 H -3.9140 4.1298 -3.1910
95 C 3.0395 -1.4324 3.5083
96 C 4.3574 -2.1059 3.7334
97 C 4.6270 -3.1637 2.6258
98 O 5.1936 -2.5832 1.4783
99 C 5.5532 -3.5755 0.5089
100 N 5.5058 -1.2469 3.9000
101 H 2.8041 -0.7478 4.3674
102 H 2.2763 -2.2058 3.3622
103 H 3.1071 -0.7901 2.5862
104 H 4.2816 -2.7503 4.6679
105 H 3.6546 -3.5911 2.2849
106 H 5.3273 -3.9296 3.0203
107 H 5.9776 -4.5222 0.9309
108 H 6.2856 -3.1634 -0.2204
109 H 4.6979 -3.9208 -0.1274
110 H 6.3238 -1.6861 3.5012
111 H 5.3298 -0.3712 3.4014
112 C 3.4433 4.3319 4.9936
113 C 2.1920 4.6300 5.8514
114 C 2.6028 4.7643 7.3223
115 O 1.4616 4.9446 8.0793
116 C 1.7362 5.6084 9.2738
117 N 1.5372 5.7501 5.3613
118 H 3.9289 3.3620 5.2552
119 H 4.1827 5.0998 5.1299
120 H 3.3040 4.2763 3.9396
121 H 1.5670 3.6921 5.7231
122 H 3.3063 5.7097 7.4688
123 H 3.2038 3.9188 7.7649
124 H 2.5727 5.0651 9.8498
125 H 0.8296 5.5582 9.8528
126 H 2.0489 6.6322 9.1383
127 H 2.0318 6.5873 5.2211
128 H 0.6496 5.9211 5.8069
129 C 6.3802 0.3875 -2.2199
130 C 5.6858 0.9942 -0.9389
131 C 4.3230 1.5084 -1.3388
132 O 3.5178 0.4242 -1.8916
133 C 2.3245 0.1605 -1.1913
134 N 5.8148 0.0995 0.1694
135 H 5.6690 -0.3795 -2.5250
136 H 7.3767 -0.0956 -1.9881
137 H 6.5816 1.2139 -2.8936
138 H 6.3648 1.8408 -0.7027
139 H 4.3610 2.2846 -2.1052
140 H 3.8518 1.9811 -0.5284
141 H 1.5157 0.8238 -1.4762
142 H 2.4020 0.1546 -0.0405
143 H 1.9599 -0.8177 -1.4177
144 H 5.3610 -0.7708 -0.0255
145 H 5.2408 0.4468 0.9707
146 C -0.1845 -0.0867 3.2832
147 C -0.0724 -0.1782 1.7886
148 C -1.0640 -1.1047 1.2099
149 O -0.7634 -1.3603 -0.1161
150 C -1.7987 -2.1146 -0.6195
151 N 0.0156 1.1324 1.1835
152 H -0.1456 -0.9879 3.8682
153 H -1.1285 0.4383 3.5280
154 H 0.6414 0.5549 3.5628
155 H 0.9108 -0.6478 1.6645
156 H -2.1401 -0.6655 1.3556
157 H -0.9518 -2.0296 1.6741
158 H -2.7917 -1.5727 -0.5503
159 H -1.9931 -2.9763 0.0659
160 H -1.5304 -2.3819 -1.6271
161 H -0.7007 1.8048 1.4988
162 H -0.0822 1.0564 0.1615
163 C -0.9812 6.9492 1.1353
164 C -1.2974 6.1116 -0.0672
165 C -0.1670 5.1881 -0.3624
166 O -0.4846 4.6577 -1.6287
167 C 0.5497 3.8438 -2.2221
168 N -2.4969 5.2605 0.3032
169 H -0.7297 6.3520 2.0406
170 H -1.7941 7.5829 1.4316
171 H -0.0433 7.4481 0.9043
172 H -1.5411 6.8027 -0.9251
173 H 0.0135 4.4709 0.4783
174 H 0.8325 5.7064 -0.4781
175 H 1.5076 4.4143 -2.2849
176 H 0.1767 3.4826 -3.1608
177 H 0.6896 2.8972 -1.7360
178 H -3.1715 5.9012 0.6084
179 H -2.8969 4.8175 -0.5005
180 C -7.1092 0.6278 1.4750
181 C -5.8436 -0.2177 1.1671
182 C -5.3929 -0.8687 2.5157
183 O -4.3276 -1.7483 2.1144
184 C -3.9441 -2.5866 3.2624
185 N -6.1820 -1.2817 0.1825
186 H -7.4525 1.1397 0.5149
187 H -6.9812 1.3909 2.2573
188 H -7.9650 0.0524 1.8667
189 H -4.9805 0.3719 0.7433
190 H -6.2406 -1.5134 2.8263
191 H -5.0760 -0.1618 3.2857
192 H -3.2652 -3.3672 2.9728
193 H -4.8450 -3.0880 3.4890
194 H -3.5013 -1.9583 4.0851
195 H -5.3871 -1.8632 0.2696
196 H -6.8814 -1.8324 0.6533

***

Formula: C6H10O
Source: the Open Molecules 2025 dataset
Level of theory: wB97M-V/def2-TZVPD

Calculated values
- Spin multiplicity: 1
- LUMO level: -0.13 eV
- Net charge: 0

Element x y z (Å)
1 C 2.2400 0.1211 0.0755
2 C 0.7685 -0.1181 0.0212
3 C 0.0843 -1.2178 0.4125
4 C -1.2198 -1.2562 -0.1966
5 C -1.5249 0.1767 -0.6011
6 C -0.1512 0.8869 -0.6330
7 O -0.0755 2.1660 -0.0285
8 H 2.4472 1.1592 0.3545
9 H 2.6736 -0.0357 -0.9212
10 H 2.7437 -0.5548 0.7724
11 H 0.5103 -2.0571 0.9590
12 H -2.2300 -1.5594 1.5078
13 H -2.1620 -1.8550 0.7442
14 H -2.0407 0.2195 -1.5662
15 H -2.1861 0.6581 0.1283
16 H 0.1460 1.0594 -1.6736
17 H -0.2776 2.0511 0.9102

***

Formula: C9H15Cl21
Source: the Open Molecules 2025 dataset
Level of theory: wB97M-V/def2-TZVPD

Calculated values
- SMILES: ClC(Cl)Cl.ClC(Cl)Cl.ClC(Cl)Cl.ClCCl.ClCCl.ClCCl.ClCCl.ClCCl.ClCCl
- Spin multiplicity: 1
- LUMO level: 0.28 eV
- Net charge: 0

Element x y z (Å)
1 Cl -5.0760 2.8057 -0.5070
2 C -3.4551 2.5900 0.1472
3 Cl -3.4534 2.8140 1.9037
4 Cl -2.2849 3.6651 -0.6458
5 H -3.1008 1.5872 -0.0600
6 Cl 1.5752 -2.2115 -4.0274
7 C 2.5481 -0.9324 -4.7422
8 Cl 2.8707 0.3275 -3.5846
9 Cl 1.8390 -0.2666 -6.2104
10 H 3.4686 -1.4393 -5.0097
11 Cl 3.4045 0.7503 1.4852
12 C 3.2242 -0.2244 2.9175
13 Cl 4.0631 -1.7822 2.8028
14 Cl 1.4849 -0.5020 3.2235
15 H 3.6420 0.3010 3.7657
16 Cl -1.8820 -2.1324 -3.2791
17 C -3.1237 -0.8405 -3.2679
18 Cl -2.3991 0.7431 -2.9409
19 H -3.6809 -0.8693 -4.1957
20 H -3.7929 -1.0252 -2.4364
21 Cl -3.1172 -1.4487 0.1490
22 C -2.6065 -3.0434 0.7607
23 Cl -3.1490 -4.3602 -0.2946
24 H -1.5226 -3.0596 0.7799
25 H -2.9848 -3.1896 1.7627
26 Cl 1.3158 4.3244 0.8381
27 C 0.2378 3.9979 2.1937
28 Cl 0.9290 2.9682 3.4556
29 H -0.0393 4.9356 2.6604
30 H -0.6507 3.4621 1.8784
31 Cl -0.3579 0.9545 0.4553
32 C 0.5964 0.1066 -0.7276
33 Cl 0.7032 -1.6258 -0.4058
34 H 0.1833 0.2682 -1.7201
35 H 1.5964 0.5293 -0.7373
36 Cl 5.6423 -1.5026 -2.5329
37 C 4.6845 -1.4792 -1.0647
38 Cl 4.2845 -3.1077 -0.4454
39 H 5.2367 -1.0176 -0.2537
40 H 3.7646 -0.9300 -1.2260
41 Cl -1.8539 -1.6615 4.1427
42 C -2.1842 0.0149 3.6790
43 Cl -1.8379 1.1329 5.0136
44 H -1.5095 0.2826 2.8762
45 H -3.2323 0.0907 3.4244

***

In order of appearance, HOMO-LUMO gap = 9.04, 7.76, 11.05 eV.
In order of appearance, max |F| = 3.71, 0.34, 0.97 eV Å⁻¹.
In order of appearance, HOMO energy = -8.6494, -7.8896, -10.7745 eV.